(1)
Entry from the OMol25 dataset: CH6NPS in the gas phase at a distorted geometry (ωB97M-V/def2-TZVPD).

Each line ends with the natural charge from an NBO analysis.
CARTESIAN COORDINATES (ANGSTROEM)
C: -0.6099 -0.0532 1.0599  -0.85
S: 0.2232 -0.4757 -0.3443  1.20
N: -0.8090 -0.1354 -1.3441  -1.16
P: 2.1056 0.5332 -0.4412  -0.32
H: -0.4156 1.0085 1.2195  0.26
H: -0.2076 -0.5811 1.9429  0.24
H: -1.5993 -0.1354 0.9985  0.25
H: 0.4689 -1.8729 -0.0077  0.03
H: -0.5454 0.0665 -2.2760  0.39
H: 1.3892 1.6455 -0.8075  -0.04

Summary:
SMILES	C[S@@H](=N)=P
gap between HOMO and LUMO	0.2907	Eh
LUMO	0.279	eV
energy above the lowest of the compared OMol25 structures with the same formula, charge and spin	109.1	kcal/mol
highest occupied orbital energy	-7.6	eV
maximum force	0.0945	Eh/bohr


(2)
Entry from the OMol25 dataset: a gas-phase ion, C19H25N4O6 (charge -1) at a distorted geometry (ωB97M-V/def2-TZVPD).

Each line ends with the natural charge from an NBO analysis.
CARTESIAN COORDINATES (ANGSTROEM)
C: -3.2760 -2.0052 -0.2042  -0.65
C: -3.0501 -1.1201 -1.4150  0.27
C: -3.0115 -1.9064 -2.7088  -0.65
C: -4.0781 -0.0218 -1.5231  -0.62
O: -1.7566 -0.4354 -1.2314  -0.55
C: -0.6765 -1.1912 -1.0567  0.95
N: 0.4341 -0.3610 -0.4737  -0.32
N: 1.2229 -0.1856 -1.5039  -0.65
C: 2.5697 -0.5098 -1.6634  0.88
O: 3.1250 -0.7476 -2.7212  -0.70
O: 3.2552 -0.4392 -0.4593  -0.60
C: 4.7137 -0.0865 -0.4463  0.28
C: 4.9721 1.1860 -1.2330  -0.65
C: 5.5468 -1.2341 -0.9875  -0.64
C: 4.9744 0.1345 1.0428  -0.62
O: -0.4891 -2.3797 -1.2446  -0.62
H: -3.2575 -1.3700 0.6930  0.21
H: -4.2447 -2.5202 -0.2708  0.21
H: -2.4790 -2.7612 -0.1583  0.25
H: -2.7729 -1.1994 -3.5159  0.22
H: -2.2446 -2.6876 -2.6256  0.25
H: -3.9894 -2.3730 -2.9145  0.20
H: -3.8270 0.6656 -2.3351  0.22
H: -5.0469 -0.4760 -1.7401  0.21
H: -4.1609 0.5369 -0.5904  0.21
H: 4.2973 1.9715 -0.8726  0.21
H: 6.0137 1.5197 -1.1054  0.20
H: 4.7725 1.0012 -2.2936  0.25
H: 5.3868 -2.1230 -0.3674  0.20
H: 5.2557 -1.4491 -2.0214  0.26
H: 6.6161 -0.9749 -0.9523  0.19
H: 4.7746 -0.7860 1.6095  0.21
H: 6.0112 0.4427 1.2335  0.20
H: 4.3066 0.9144 1.4345  0.21
C: 1.3990 1.3609 0.9075  -0.62
C: 0.1236 0.9319 0.2004  -0.09
C: -0.0968 1.7515 -0.9942  0.34
N: -0.3209 2.4732 -1.8949  -0.39
C: -1.1043 0.9026 1.1225  0.16
C: -0.9932 0.3864 2.4301  -0.22
C: -2.0720 0.3413 3.3484  -0.19
C: -3.2943 0.9350 2.9756  0.00
N: -4.4700 0.6881 3.7485  0.50
O: -5.5648 1.1809 3.3817  -0.39
O: -4.3732 -0.0057 4.7902  -0.39
C: -3.3751 1.6570 1.7719  -0.19
C: -2.2517 1.6732 0.9002  -0.22
H: 1.2202 1.3791 1.9711  0.19
H: 2.1848 0.6289 0.7161  0.29
H: 1.7580 2.3370 0.5679  0.22
H: -0.0274 0.0406 2.7865  0.23
H: -2.0011 -0.1892 4.2945  0.25
H: -4.3156 2.1469 1.5457  0.25
H: -2.3127 2.3521 0.0525  0.25

Summary:
total charge	-1
gap between HOMO and LUMO	0.1830	Eh
LUMO	1.103	eV
energy above the lowest of the compared OMol25 structures with the same formula, charge and spin	154.8	kcal/mol
highest occupied orbital energy	-3.9	eV
maximum force	0.1407	Eh/bohr


(3)
Entry from the OMol25 dataset: 2 unconnected molecules or ions with the total composition C10H16 at a distorted geometry (ωB97M-V/def2-TZVPD).

Each line ends with the natural charge from an NBO analysis.
CARTESIAN COORDINATES (ANGSTROEM)
C: -3.0818 -0.3074 0.3553  -0.63
C: -1.9030 -0.8542 -0.3719  0.01
C: -0.8814 0.1058 -0.6909  -0.24
C: 0.3534 -0.3985 -1.1470  -0.20
C: 0.5508 -1.8238 -1.2351  -0.22
C: -0.4502 -2.6906 -0.8201  -0.21
C: -1.7053 -2.2320 -0.5063  -0.23
H: -4.0204 -0.7500 -0.0992  0.21
H: -3.2904 0.7409 0.2332  0.22
H: -2.9922 -0.4900 1.3747  0.22
H: -0.9018 1.1543 -0.5311  0.22
H: 1.2334 0.2237 -1.3646  0.21
H: 1.5795 -2.1195 -1.7885  0.22
H: -0.1814 -3.6826 -0.8959  0.21
H: -2.4770 -3.0098 -0.2567  0.22
C: 2.1016 2.8599 0.0837  -0.61
C: 1.4310 2.1932 1.2669  -0.41
C: 2.5784 1.5554 2.0591  -0.63
H: 2.9492 2.3347 -0.3231  0.20
H: 1.4697 3.2086 -0.6909  0.20
H: 2.5188 3.7215 0.5506  0.20
H: 0.7450 1.3882 0.8715  0.20
H: 0.8247 2.9039 1.9235  0.21
H: 2.7481 1.9939 3.1223  0.21
H: 3.5143 1.3910 1.5715  0.21
H: 2.3204 0.5442 2.3404  0.21

Summary:
SMILES	Cc1ccccc1.CCC
gap between HOMO and LUMO	0.3632	Eh
LUMO	1.045	eV
energy above the lowest of the compared OMol25 structures with the same formula, charge and spin	40.4	kcal/mol
highest occupied orbital energy	-8.8	eV
maximum force	0.0692	Eh/bohr


(4)
Entry from the OMol25 dataset: C4H9NO in the gas phase (ωB97M-V/def2-TZVPD).

Each line ends with the natural charge from an NBO analysis.
CARTESIAN COORDINATES (ANGSTROEM)
C: -1.6560 0.7134 0.3122  -0.63
C: -0.8424 -0.1272 -0.6373  -0.07
N: 0.3755 0.4439 -1.2078  -0.63
C: 0.4788 -0.7653 -0.3902  -0.11
C: 1.3677 -0.6169 0.8411  -0.07
O: 1.5458 0.7248 1.2144  -0.72
H: -2.3140 0.0818 0.9192  0.21
H: -1.0103 1.2957 0.9724  0.23
H: -2.2905 1.4000 -0.2617  0.21
H: -1.4549 -0.6876 -1.3475  0.19
H: 0.4494 0.2802 -2.2055  0.36
H: 0.6214 -1.7190 -0.9008  0.20
H: 2.3359 -1.0943 0.6047  0.16
H: 0.9500 -1.1577 1.6989  0.18
H: 1.4437 1.2281 0.3877  0.49

Summary:
SMILES	C[C@H]1N[C@H]1CO
gap between HOMO and LUMO	0.3942	Eh
LUMO	0.986	eV
energy above the lowest of the compared OMol25 structures with the same formula, charge and spin	44.7	kcal/mol
highest occupied orbital energy	-9.7	eV
maximum force	0.0064	Eh/bohr


(5)
Entry from the OMol25 dataset: a molecular structure, C11H15N4O4SbSe4Y at a distorted geometry (ωB97M-V/def2-TZVPD).

Each line ends with the natural charge from an NBO analysis.
CARTESIAN COORDINATES (ANGSTROEM)
Y: -0.9967 -1.6748 0.1736  2.07
O: 4.2964 -1.5830 2.9856  -0.64
C: 4.4769 -1.6218 1.6773  0.76
O: 5.5765 -1.4442 1.1494  -0.55
C: 3.2883 -1.8927 0.8396  -0.20
C: 3.3811 -2.2583 -0.4872  0.06
N: 2.1113 -2.4005 -0.9905  -0.30
N: 1.1479 -2.1709 -0.0686  -0.47
C: 1.8580 -1.8289 1.0893  0.08
C: 1.0674 -1.7733 2.3125  0.74
O: 1.6537 -1.6107 3.3711  -0.57
O: -0.2260 -1.9111 2.2157  -0.84
H: 3.3072 -1.6093 3.2253  0.51
H: 4.2813 -2.6642 -0.9921  0.28
H: 1.9142 -2.5801 -2.0107  0.45
Se: -6.5033 0.4747 0.5789  -0.40
Sb: -5.5799 -1.7699 -0.4576  0.80
Se: -7.4052 -1.6713 -2.2152  -0.08
Se: -7.0025 -3.1467 1.1483  -0.06
Se: -3.0085 -2.3725 -1.2074  -0.79
C: 0.5109 0.9768 -1.5722  -0.26
C: 0.3340 2.4689 -1.9052  -0.27
N: -0.3885 3.1990 -0.8304  -0.37
C: 0.3088 2.8233 0.4290  -0.25
C: 0.1152 1.3043 0.7082  -0.28
N: -0.3586 0.5092 -0.4491  -0.57
C: -1.7159 1.0601 -0.7194  -0.28
C: -1.7752 2.5955 -0.6694  -0.27
H: 1.5360 0.6648 -1.2985  0.22
H: 0.1953 0.4563 -2.5003  0.22
H: -0.2888 2.5445 -2.8429  0.22
H: 1.2742 2.9901 -2.0809  0.24
H: -0.1704 3.3126 1.2738  0.22
H: 1.3889 3.0651 0.4107  0.22
H: -0.6566 1.2793 1.4899  0.22
H: 1.0468 0.9014 1.1281  0.23
H: -2.4147 0.6726 0.0287  0.21
H: -1.9595 0.7376 -1.7504  0.24
H: -2.1908 2.9617 0.2907  0.22
H: -2.4290 2.9862 -1.4775  0.24

Summary:
total charge	+1
gap between HOMO and LUMO (spin up / spin down)	0.1950 / 0.1981	Eh
LUMO (spin up / spin down)	-5.743 / -5.731	eV
energy above the lowest of the compared OMol25 structures with the same formula, charge and spin	4.7	kcal/mol
highest occupied orbital energy (spin up / spin down)	-11.0 / -11.1	eV
maximum force	0.0701	Eh/bohr


(6)
Entry from the OMol25 dataset: 3 unconnected molecules or ions with the total composition C5H11NO2 at a distorted geometry (ωB97M-V/def2-TZVPD).

Each line ends with the natural charge from an NBO analysis.
CARTESIAN COORDINATES (ANGSTROEM)
C: 1.0678 -2.4728 0.0278  -0.66
C: 0.9982 -1.0082 0.0472  0.12
C: 0.2814 -0.2467 0.9239  -0.29
C: 0.4743 1.1785 0.6626  -0.33
C: 1.4375 1.1836 -0.3214  -0.09
N: 1.7230 -0.1147 -0.7097  -0.51
H: 1.7238 -3.0914 -0.6333  0.23
H: 1.2597 -2.8510 1.0443  0.23
H: 0.0621 -2.8736 -0.1842  0.23
H: -0.5590 -0.6684 1.4680  0.22
H: 0.2778 1.9506 1.3846  0.25
H: 1.7981 1.9425 -1.0047  0.21
H: 2.4214 -0.3045 -1.4067  0.41
O: -2.7907 2.0273 1.2313  -0.96
H: -2.4034 1.4943 0.5251  0.49
H: -3.3318 1.4095 1.7298  0.46
O: -1.6986 0.7159 -1.3124  -0.97
H: -0.8033 1.0782 -1.2346  0.49
H: -1.9383 0.6508 -2.2374  0.48

Summary:
SMILES	Cc1ccc[nH]1.O.O
gap between HOMO and LUMO	0.3312	Eh
LUMO	0.727	eV
energy above the lowest of the compared OMol25 structures with the same formula, charge and spin	31.2	kcal/mol
highest occupied orbital energy	-8.3	eV
maximum force	0.0518	Eh/bohr


no.,molecular weight (g/mol)
1,95.1
2,405.4
3,136.2
4,87.1
5,793.8
6,117.1